[1]
The following is a quantum chemistry calculation of C23H31BeF5NOPSTe as an isolated structure in a non-equilibrium geometry, from the OMol25 dataset.

Calculated values
* HOMO-LUMO gap: 8.8 eV
* HOMO: -0.338 Ha
* charge: 0
* 2S+1: 1

Each line ends with the Mulliken charge.
Cartesian coordinates (Å):
Be 0.3775 0.0850 -0.0731  -0.34
C 1.3575 -4.8651 3.9603  -1.46
C 0.0764 -4.4411 3.2241  2.13
C 0.2097 -4.8107 1.7449  -1.94
C -1.1249 -5.2044 3.8046  -1.80
C -0.1166 -2.9386 3.4139  0.21
C -0.4347 -2.4385 4.6913  -0.50
C -0.6564 -1.0984 4.9277  -1.33
C -0.5275 -0.2201 3.8587  0.85
S -0.8222 1.4864 3.7910  -0.28
C -0.4287 1.4750 2.1083  0.20
N -0.0686 0.3121 1.6406  0.75
C -0.1651 -0.6844 2.5948  -1.65
C 0.0221 -2.0461 2.3681  0.27
C -0.6214 2.6822 1.3053  0.71
C -0.1806 3.9220 1.7634  -0.49
C -0.3944 5.0603 1.0077  -0.78
C -1.0697 4.9795 -0.2019  -0.70
C -1.5212 3.7531 -0.6673  -0.52
C -1.2910 2.6169 0.0830  0.43
H 1.4988 -5.9448 3.8800  0.45
H 1.3058 -4.6044 5.0184  0.35
H 2.2291 -4.3676 3.5298  0.18
H 0.3299 -5.8906 1.6536  0.49
H 1.0817 -4.3359 1.2908  0.20
H -0.6810 -4.5149 1.1878  0.41
H -1.0384 -6.2644 3.5604  0.47
H -2.0586 -4.8275 3.3844  0.40
H -1.1770 -5.1174 4.8895  0.34
H -0.5251 -3.1260 5.5214  0.44
H -0.9416 -0.7391 5.9074  0.41
H 0.2233 -2.3627 1.3535  0.73
H 0.3561 3.9778 2.7030  0.52
H -0.0258 6.0136 1.3627  0.40
H -1.2463 5.8727 -0.7854  0.41
H -2.0580 3.6639 -1.6001  0.54
C 3.8449 -1.1687 -2.7882  -1.30
C 2.4726 -1.0687 -2.1244  -0.98
P 2.4600 -0.6912 -0.3281  1.27
C 3.4806 -2.0559 0.3745  -0.76
C 3.5337 -2.0343 1.9042  -0.96
C 3.5480 0.7918 -0.1974  -1.08
C 3.3145 1.6200 1.0674  -0.85
H 3.7292 -1.2146 -3.8711  0.42
H 4.3796 -2.0642 -2.4706  0.29
H 4.4642 -0.3009 -2.5601  0.30
H 1.9172 -2.0034 -2.2380  0.47
H 1.8675 -0.2901 -2.5937  0.46
H 4.4893 -1.9996 -0.0373  0.55
H 3.0229 -2.9832 0.0185  0.42
H 4.0690 -1.1528 2.2598  0.35
H 4.0504 -2.9166 2.2834  0.40
H 2.5304 -2.0136 2.3309  0.10
H 3.3162 1.4068 -1.0677  0.47
H 4.5900 0.4712 -0.2584  0.58
H 2.2749 1.9386 1.1178  0.01
H 3.9355 2.5164 1.0523  0.44
H 3.5481 1.0611 1.9755  0.22
F -3.5778 1.8940 -1.0368  -0.46
Te -1.9878 0.8088 -0.7550  1.49
F -1.5301 1.3651 -2.5132  -0.46
F -3.1956 -0.4110 -1.5690  -0.36
F -2.8443 0.3638 0.9138  -0.49
F 0.7364 1.3227 -0.8110  -0.44
O -0.8587 -0.6253 -0.6929  -0.59

Forces on the atoms, in the same order (eV/Å):
1.042 -0.659 0.480
-0.076 0.032 -0.045
0.063 -0.050 0.014
-0.040 0.048 0.126
0.055 0.077 -0.071
0.020 -0.015 -0.069
0.004 0.092 0.077
0.023 -0.102 0.026
0.025 0.138 -0.143
0.033 -0.093 -0.146
0.061 -0.171 0.472
0.049 0.642 -0.262
-0.054 -0.076 0.321
-0.101 0.036 -0.135
-0.098 0.165 -0.288
-0.007 -0.162 0.082
0.013 0.103 -0.049
0.034 -0.044 0.103
-0.040 -0.075 -0.092
0.495 -0.097 0.302
0.012 0.001 0.000
0.023 -0.023 0.012
0.005 -0.021 0.021
0.007 -0.002 -0.030
0.011 -0.027 -0.029
0.029 -0.021 -0.056
-0.008 -0.009 0.022
-0.014 -0.037 -0.001
-0.020 0.011 0.018
-0.033 -0.018 -0.001
0.029 -0.052 0.018
0.022 -0.067 0.055
-0.020 0.024 0.006
-0.026 0.001 0.001
-0.007 -0.001 -0.018
0.041 0.098 -0.013
-0.098 -0.004 0.031
0.059 0.008 0.063
0.461 -0.145 -0.282
-0.319 0.124 0.183
0.032 0.021 -0.135
-0.139 -0.052 0.195
-0.015 -0.059 -0.024
0.041 -0.038 -0.005
0.033 0.015 0.001
0.015 0.000 -0.029
-0.038 0.024 -0.049
-0.021 0.005 0.044
-0.020 -0.025 -0.104
0.053 -0.047 0.016
0.006 -0.030 0.039
0.019 0.017 0.028
0.069 -0.011 0.045
0.040 -0.039 -0.043
0.015 0.012 -0.083
-0.027 0.036 0.003
0.025 -0.018 0.031
-0.005 0.016 -0.008
0.693 -0.144 0.196
-4.629 0.090 -1.591
0.107 -0.144 0.567
0.507 0.239 0.261
0.551 0.138 -0.423
0.281 0.239 0.073
0.750 0.127 0.293

[2]
The following is a quantum chemistry calculation of one molecule with the formula C4H6O2, from the OMol25 dataset.

Calculated values
* HOMO-LUMO gap: 10.8 eV
* HOMO: -0.366 Ha
* charge: 0
* 2S+1: 1

Each line ends with the Mulliken charge.
Cartesian coordinates (Å):
O -1.2021 -0.8738 -1.5077  -0.45
C -1.5580 -0.7006 -0.3695  -0.02
C -0.5310 -0.3830 0.6926  -0.41
C 0.4133 0.7377 0.2227  -0.62
C 1.6057 0.3089 -0.6117  0.07
O 2.0630 -0.8063 -0.6369  -0.47
H -2.6464 -0.6413 -0.1259  0.32
H 0.0635 -1.2827 0.9082  0.26
H -1.0675 -0.0693 1.5872  0.30
H -0.1252 1.5223 -0.3225  0.34
H 0.8459 1.2315 1.1051  0.34
H 2.0974 1.1348 -1.1753  0.34

Forces on the atoms, in the same order (eV/Å):
-0.424 -0.170 -0.031
0.493 0.484 -0.619
-0.086 0.097 0.126
-0.042 0.011 0.048
0.085 -0.380 0.087
-0.272 0.463 0.046
0.350 -0.288 0.141
-0.208 0.158 -0.009
0.178 -0.064 0.195
0.053 -0.127 0.063
-0.010 -0.018 -0.127
-0.116 -0.167 0.083

[3]
The following is a quantum chemistry calculation of C7H10 as an isolated structure in a non-equilibrium geometry, from the OMol25 dataset.

Calculated values
* HOMO-LUMO gap: 8.4 eV
* HOMO: -0.272 Ha
* charge: 0
* 2S+1: 1

Each line ends with the Mulliken charge.
Cartesian coordinates (Å):
C 0.4674 -0.0437 1.6084  -0.67
C -0.8327 -0.5983 1.1410  -0.46
C -0.5936 0.8966 1.1353  -0.14
C -0.5440 1.1063 -0.3359  -0.54
C -0.2275 0.2687 -1.2967  -0.26
C 0.1014 -1.0936 -1.3405  -0.32
C -0.9803 -0.8479 -0.3371  -0.17
H 0.6176 -0.0713 2.6825  0.27
H 1.3697 -0.1717 1.0188  0.14
H -1.4872 -1.0976 1.8463  0.40
H -1.0278 1.6217 1.8148  0.40
H -0.6336 2.0821 -0.7230  0.49
H 2.7359 1.0196 -1.4304  0.22
H 1.9780 1.1145 -1.5885  -0.22
H -0.1238 -1.6879 -2.2071  0.23
H 1.0556 -1.3370 -0.9276  0.19
H -1.9406 -1.2286 -0.6502  0.44

Forces on the atoms, in the same order (eV/Å):
0.451 -0.095 0.152
0.115 -0.139 -0.216
-0.776 -0.197 0.124
0.685 3.476 0.012
-1.684 0.834 -0.454
-0.373 -2.941 1.277
1.178 -3.428 -0.388
0.045 0.013 -0.118
-0.089 0.020 0.016
0.043 0.017 -0.253
-0.047 -0.096 -0.125
0.045 1.935 0.360
-1.080 0.175 -0.256
1.234 -0.129 0.235
-0.090 -0.040 -0.421
0.704 -0.096 0.224
-0.360 0.691 -0.168

[4]
The following is a quantum chemistry calculation of C34H50InP2 as an isolated structure in a non-equilibrium geometry, from the OMol25 dataset.

Calculated values
* HOMO-LUMO gap (alpha / beta): 2.5 / 2.1 eV
* HOMO (alpha / beta): -0.302 / -0.295 Ha
* charge: +1
* 2S+1: 1

Each line ends with the Mulliken charge.
Cartesian coordinates (Å):
In -0.7911 -2.3374 -1.6052  0.84
C 2.0246 3.3667 1.4200  0.51
C 1.2346 3.9461 0.3945  0.54
C -0.1001 3.6623 2.2443  0.79
C 1.1929 3.1707 2.5583  0.66
C -0.0751 4.1438 0.9072  0.65
C 3.4643 3.0449 1.3548  -1.68
H 3.9477 3.5871 0.5354  0.44
H 3.6385 1.9708 1.2014  0.24
H 3.9665 3.3258 2.2889  0.52
C 1.6092 2.5579 3.8344  -1.36
H 2.6955 2.6246 3.9638  0.35
H 1.3364 1.4941 3.8826  0.25
H 1.1278 3.0600 4.6821  0.41
C -1.2776 3.6855 3.1355  -1.41
H -0.9752 3.6630 4.1886  0.31
H -1.9424 2.8253 2.9614  0.28
H -1.8735 4.5927 2.9693  0.43
C -1.2056 4.7989 0.2214  -1.33
H -1.4146 5.7900 0.6511  0.40
H -2.1282 4.2139 0.3118  0.34
H -0.9933 4.9395 -0.8429  0.38
C 1.6990 4.3405 -0.9517  -1.90
H 1.9601 5.4094 -1.0005  0.34
H 0.9186 4.1630 -1.7030  0.45
H 2.5911 3.7737 -1.2433  0.41
C 1.1650 -3.1784 -1.9098  -0.77
C 2.2390 -2.1204 -1.9722  -0.19
C 2.1396 -1.1768 -3.1745  -1.18
C 0.8915 -0.2878 -3.2930  -0.45
C -0.4759 -0.9459 -3.2105  -0.48
C -0.8231 -2.2324 -3.7499  -0.36
C 0.1886 -3.2201 -4.3284  -0.90
C 1.0616 -3.9396 -3.2523  -1.33
H 2.2556 -1.7695 -4.0950  0.41
H 0.9668 0.2567 -4.2557  0.49
H 3.0054 -0.4961 -3.1704  0.39
H 2.0609 -4.1311 -3.6777  0.33
H 1.3713 -3.8722 -1.0866  1.01
H 3.1925 -2.6670 -2.1237  0.57
H 0.6153 -4.9267 -3.0524  0.31
H -0.3750 -3.9941 -4.8754  0.43
H -1.8446 -2.3427 -4.1349  0.64
H 0.8288 -2.7486 -5.0915  0.34
H 0.9378 0.5031 -2.5239  -0.02
H -1.2825 -0.2001 -3.1479  0.58
P 2.9326 -1.3125 -0.2852  0.65
P -4.3139 0.7669 0.1709  0.33
C -2.4571 -1.2056 -0.4947  -0.72
C -3.6666 -0.5143 -1.0830  -0.82
H -1.7962 -0.4719 -0.0020  -0.16
H -2.7706 -1.9413 0.2679  0.22
H -3.4432 0.0198 -2.0199  0.23
H -4.5077 -1.2058 -1.2382  0.52
C -6.1015 0.7297 -0.2200  -1.03
H -6.4239 1.7118 -0.5778  0.33
H -6.6220 0.4917 0.7175  0.32
H -6.3163 -0.0518 -0.9526  0.26
C -3.7408 2.2873 -0.6986  -0.92
H -3.7719 2.1670 -1.7905  0.43
H -2.7030 2.4973 -0.3969  -0.14
H -4.3809 3.1287 -0.3991  0.49
C 4.2925 -2.4544 0.1654  -1.23
H 5.1162 -1.8560 0.5879  0.45
H 4.6455 -3.0343 -0.7007  0.35
H 3.9124 -3.1392 0.9411  0.33
C 3.9010 0.1536 -0.8136  -1.26
H 3.2325 1.0283 -0.8627  -0.11
H 4.4163 0.0239 -1.7765  0.50
H 4.6459 0.3248 -0.0205  0.53
C -1.2095 -0.7754 3.9498  -1.16
C -0.6584 -0.1300 2.8219  -0.11
C -0.2572 -0.8709 1.7175  -0.57
C -0.4819 -2.2744 1.6592  0.40
C -0.4536 -3.0575 0.4745  0.48
C -0.4347 -4.4364 0.5207  -0.08
C -0.6328 -5.0994 1.7622  -0.98
C -0.9221 -4.3608 2.8932  -0.88
C -0.9019 -2.9441 2.8703  0.40
C -1.3009 -2.1620 3.9775  -0.81
H -1.5429 -0.1855 4.8072  0.41
H -0.5467 0.9574 2.8141  0.84
H 0.2362 -0.3721 0.8748  0.41
H -0.2834 -5.0354 -0.3816  0.32
H -0.5773 -6.1849 1.7965  0.41
H -1.1713 -4.8551 3.8334  0.39
H -1.6897 -2.6802 4.8563  0.36

Forces on the atoms, in the same order (eV/Å):
-1.557 -1.375 6.007
0.219 -0.078 -0.299
0.120 0.156 -0.009
-0.335 -0.013 -0.163
-0.116 -0.240 0.364
-0.097 0.062 0.355
0.350 0.190 -0.089
-0.032 -0.178 0.150
-0.120 0.184 0.081
-0.088 -0.084 -0.173
0.274 0.151 0.321
-0.246 -0.053 0.011
-0.007 0.142 -0.081
0.072 -0.158 -0.118
-0.191 0.238 0.319
-0.107 -0.057 -0.218
0.148 0.104 -0.051
0.090 -0.219 0.012
-0.129 0.092 -0.407
0.108 -0.186 0.018
0.196 0.161 0.094
-0.095 0.013 0.199
0.155 -0.144 -0.446
-0.106 -0.205 0.096
0.185 0.077 0.148
-0.202 0.151 0.045
0.104 -1.544 -1.028
2.042 0.593 0.592
0.235 0.346 -0.143
0.398 -0.111 0.626
-0.417 0.483 -4.659
1.427 3.402 -2.389
-0.146 -0.749 0.115
0.436 -0.162 0.120
-0.030 0.193 0.348
-0.303 -0.240 0.250
-0.260 -0.225 -0.085
-0.133 -0.060 -0.085
0.084 0.183 -0.374
-0.302 -0.091 -0.469
0.111 0.324 -0.037
0.104 0.329 0.191
0.055 -0.051 0.904
-0.366 0.185 0.380
-0.017 -0.234 -0.100
0.064 -0.565 0.126
-1.761 -0.054 -0.032
0.645 -0.666 -0.287
-0.298 -0.943 -0.728
-0.288 0.464 0.656
-0.181 -0.335 -0.223
0.196 0.534 -0.194
-0.208 -0.177 0.083
0.388 0.075 -0.179
-0.235 0.157 0.271
-0.202 -0.228 -0.023
-0.081 0.114 -0.383
-0.139 0.253 0.006
-0.013 0.190 -0.130
-0.064 0.188 0.208
-0.339 -0.148 -0.165
0.255 -0.068 -0.095
-0.057 -0.324 -0.037
-0.267 -0.340 -0.135
0.114 0.120 0.317
0.289 0.172 -0.346
0.093 0.043 -0.467
0.276 -0.248 -0.132
0.057 0.181 0.291
-0.201 0.015 -0.324
-0.151 -0.744 0.153
0.455 -0.474 -0.563
-0.291 0.397 0.450
-0.742 -0.843 1.064
1.545 0.535 0.389
-0.280 0.594 0.701
-0.138 0.296 0.313
-0.008 -0.595 -0.315
0.265 0.686 -0.732
0.105 0.750 0.346
0.071 -0.220 -0.254
-0.022 -0.377 0.004
-0.324 -0.246 0.194
-0.142 0.098 0.112
-0.103 0.143 0.124
0.091 0.058 -0.240
0.116 0.227 -0.144